1.
C11H26LiNO11P | ωB97M-V/def2-TZVPD

charge	-1
energy above the lowest of the compared OMol25 structures with the same formula, charge and spin	0.488	eV
F_max	12.0	eV/Å
LUMO energy	0.08675	Ha
M	386.24	g/mol

Element x y z (Å)
1 C -4.23016 0.58347 2.21047
2 N -3.80916 1.37247 0.98847
3 C -4.48916 0.64447 0.00447
4 C -4.39716 2.67847 1.16047
5 C -2.30316 1.43747 1.04047
6 C -1.67516 2.23647 -0.01253
7 O -0.35016 1.90347 -0.07353
8 H -5.32616 0.30547 2.32047
9 H -4.06616 1.05347 3.11247
10 H -3.70016 -0.45753 2.29447
11 H -3.89816 -0.21453 0.05447
12 H -4.15916 0.91947 -1.10953
13 H -5.46316 0.64647 0.10947
14 H -4.16716 3.21447 2.04447
15 H -5.54116 2.63747 1.09947
16 H -4.27816 3.37847 0.28347
17 H -1.92816 0.53547 1.00847
18 H -1.96716 1.83147 2.01047
19 H -1.76716 3.28247 0.09347
20 H -1.94616 1.85447 -1.08153
21 H -0.12116 0.92147 -0.22153
22 Li 1.18584 -1.57653 -0.69053
23 P -1.31716 -1.48553 -0.63253
24 O -0.37116 -2.46753 -1.12453
25 O -2.26516 -0.97653 -1.73353
26 O -0.29816 -0.51953 -0.32453
27 O -1.97716 -1.84853 0.58947
28 C 1.03484 0.03147 2.73247
29 O 2.27584 -0.48853 3.02947
30 C 2.95584 -0.97453 2.06447
31 O 2.52584 -1.31353 0.99347
32 O 4.28684 -1.01553 2.39547
33 C 5.26284 -1.37553 1.40447
34 H 0.35184 0.41447 3.61647
35 H 0.19484 -0.70453 2.14147
36 H 0.98784 0.73647 1.79847
37 H 6.22984 -1.49353 1.92347
38 H 5.44684 -0.51053 0.73047
39 H 4.94884 -2.46053 0.94647
40 C 2.02084 0.99147 -3.24253
41 O 2.67584 -0.09953 -3.79153
42 C 3.14284 -1.12953 -3.14453
43 O 2.76884 -1.32453 -1.96853
44 O 3.92884 -1.99053 -3.74853
45 C 4.42984 -3.11353 -3.20653
46 H 1.43784 1.30647 -3.97353
47 H 2.72484 1.76747 -3.01253
48 H 1.31584 0.95347 -2.25653
49 H 4.98684 -3.76853 -3.70953
50 H 3.64384 -3.67053 -2.73953
51 H 5.04784 -2.65853 -2.40353



2.
C11H26N3 | ωB97M-V/def2-TZVPD

charge	+1
energy above the lowest of the compared OMol25 structures with the same formula, charge and spin	5.937	eV
F_max	5.7	eV/Å
<S²>	2.008
2S+1	3
LUMO energy (spin up / spin down)	-0.08934 / -0.26155	Ha
M	200.35	g/mol

Element x y z (Å)
1 C -1.02698 0.48203 0.60307
2 C 1.20166 0.34670 -0.18672
3 C 0.93291 0.86593 -1.59971
4 C 3.75676 0.42752 -0.71284
5 C -3.28051 -0.11949 0.03359
6 C -2.22278 2.16416 -0.64334
7 C 0.47056 1.12514 2.26261
8 C -0.28948 -2.55094 1.26021
9 C -0.73223 -2.34350 -1.12369
10 C 2.61919 0.83403 0.19213
11 C -2.02533 0.66114 -0.49398
12 N 1.07255 -1.11005 -0.18213
13 N 0.22163 0.88974 0.80073
14 N -0.21084 -1.67778 0.11431
15 H -1.62641 0.32139 1.58440
16 H -0.08439 0.54211 -2.04761
17 H 1.61592 0.43951 -2.21296
18 H 1.17217 1.84490 -1.57626
19 H 3.66892 -0.67438 -0.88727
20 H 4.74976 0.60723 -0.14378
21 H 3.58864 1.09216 -1.67230
22 H -3.95188 -0.04393 -0.81519
23 H -3.76342 0.18826 0.97568
24 H -3.09565 -1.12097 0.28041
25 H -1.37547 2.67477 -0.27925
26 H -3.03279 2.39266 -0.12622
27 H -2.35667 2.58054 -1.63864
28 H 1.29629 0.64977 2.52170
29 H 0.68022 2.17848 2.33045
30 H -0.32306 0.85304 2.94859
31 H 0.27206 -3.48835 1.02981
32 H -0.07548 -1.93875 2.07319
33 H -1.20341 -3.01615 1.44656
34 H -0.41211 -1.83971 -2.04621
35 H -0.15730 -3.21278 -1.31866
36 H -1.71654 -2.39907 -0.93322
37 H 2.31527 1.95378 0.20786
38 H 2.98183 0.52622 1.13133
39 H -1.57932 0.35082 -1.37043
40 H 1.92573 -1.45622 0.21376



3.
C11H27BFO7 | ωB97M-V/def2-TZVPD

charge	-1
F_max	8.4	eV/Å
LUMO energy	0.10235	Ha
M	301.14	g/mol

Element x y z (Å)
1 C 3.22922 -0.58468 -1.11154
2 C 2.46330 0.57183 -0.17753
3 F 1.90070 -0.02581 1.07240
4 C 1.20755 1.18884 -1.09140
5 C -0.16349 0.49426 -0.43220
6 C -1.01598 -0.31728 -1.60379
7 C -1.02604 -1.90246 -1.12539
8 C -1.79370 -2.91273 -2.16893
9 C -1.39631 -4.45916 -1.67140
10 O -2.09930 -4.99069 -0.65965
11 O -0.27099 -5.16024 -2.31683
12 B -1.00910 1.77583 0.16229
13 O -1.73686 2.68430 -0.75394
14 O -0.94187 1.96644 1.65458
15 H 3.34197 -0.07437 -2.18121
16 H 2.53911 -1.53089 -1.17657
17 H 4.26860 -0.90009 -0.66261
18 H 3.20710 1.46098 0.02495
19 H 1.19062 2.36476 -0.89186
20 H 1.31278 0.91659 -2.22475
21 H -2.12078 0.05824 -1.70652
22 H -0.50652 -0.20596 -2.65182
23 H 0.09414 -2.30547 -1.04477
24 H -1.54710 -1.90563 -0.05217
25 H -2.97973 -2.78204 -2.13246
26 H -1.50522 -2.73632 -3.30852
27 H 0.57305 -4.66923 -2.01483
28 H -2.69975 2.78992 -0.49801
29 H -1.08032 1.06427 2.09481
30 C 0.36233 5.03962 -2.50826
31 O 1.75036 4.77426 -2.59250
32 H -0.16234 4.42347 -3.24219
33 H 0.00345 4.79334 -1.50589
34 H 0.17848 6.09500 -2.72370
35 H 2.18935 5.33488 -1.93025
36 C 1.27735 2.54169 4.91095
37 O 0.22256 1.61185 4.74681
38 H 1.57475 2.55965 5.96204
39 H 2.13012 2.23870 4.29843
40 H 0.93679 3.53657 4.61385
41 H -0.01992 1.61782 3.80513
42 C -2.03439 -4.08209 2.83628
43 O -2.12184 -3.54255 1.53038
44 H -2.52534 -3.40126 3.53556
45 H -2.53478 -5.05317 2.86465
46 H -0.98394 -4.19312 3.11603
47 H -1.67807 -4.16786 0.93235



4.
C11H27ClIN2P2Zr | ωB97M-V/def2-TZVPD

charge	+3
energy above the lowest of the compared OMol25 structures with the same formula, charge and spin	9.753	eV
F_max	4.8	eV/Å
LUMO energy (spin up / spin down)	-0.45224 / -0.45235	Ha
M	502.88	g/mol

Element x y z (Å)
1 C -0.68620 -1.02578 -0.82975
2 I 1.12282 -0.79158 -0.15594
3 H -0.82297 -0.67187 -1.84861
4 H -1.10723 -0.27193 -0.15665
5 H -1.45523 -1.81478 -0.68398
6 Zr 1.47975 2.98859 -3.63584
7 P 0.65760 2.48552 -1.13397
8 C 0.12528 3.44540 0.37160
9 C 2.22201 3.60940 -1.41160
10 H 2.08673 4.67583 -1.44642
11 H -0.32435 4.59344 -2.21237
12 H 2.87580 3.22748 -2.31590
13 H -0.57988 3.15544 -3.38695
14 H 0.78917 3.35763 1.23871
15 H 2.78169 3.33572 -0.52414
16 C -0.48231 3.51441 -2.27787
17 H 0.04193 4.52154 0.16681
18 H -1.46229 3.29618 -1.83714
19 H -0.86409 3.10428 0.68661
20 P -0.02647 -3.30653 -0.98805
21 C -0.52289 -4.18123 0.47882
22 C -0.97715 -3.79943 -2.40197
23 H 1.94315 -2.77686 -2.25897
24 H 1.95390 -4.48179 -1.68042
25 H 2.37170 -3.13609 -0.59417
26 C 1.72318 -3.44926 -1.42166
27 H -0.74455 -3.10308 -3.24350
28 H -0.65276 -4.83697 -2.61061
29 H -0.42663 -5.23562 0.24446
30 H -1.52834 -3.92492 0.82941
31 H -2.05721 -3.75964 -2.14228
32 H 0.13709 -4.01194 1.31149
33 Cl 1.73409 0.76829 -4.15155
34 C 0.83920 1.26008 3.18328
35 C -0.48999 0.68278 3.11499
36 N -1.01515 0.12793 2.02748
37 C -2.11733 -0.54617 2.47142
38 C -2.24997 -0.42666 3.83328
39 N -1.21350 0.39606 4.24556
40 H 1.39088 0.85263 4.04030
41 H 1.38123 1.05517 2.25061
42 H 0.74688 2.34576 3.31983
43 H -2.67008 -1.18094 1.82511
44 H -2.98491 -0.80164 4.52564
45 H -0.94260 0.73517 5.18490



Which of these has the lowest F_max? C11H27ClIN2P2Zr



Among the records above, which one has the lowest F_max? C11H27ClIN2P2Zr



Please write out number 1 again, unchanged.
C11H26LiNO11P | ωB97M-V/def2-TZVPD

charge	-1
energy above the lowest of the compared OMol25 structures with the same formula, charge and spin	0.488	eV
F_max	12.0	eV/Å
LUMO energy	0.08675	Ha
M	386.24	g/mol

Element x y z (Å)
1 C -4.23016 0.58347 2.21047
2 N -3.80916 1.37247 0.98847
3 C -4.48916 0.64447 0.00447
4 C -4.39716 2.67847 1.16047
5 C -2.30316 1.43747 1.04047
6 C -1.67516 2.23647 -0.01253
7 O -0.35016 1.90347 -0.07353
8 H -5.32616 0.30547 2.32047
9 H -4.06616 1.05347 3.11247
10 H -3.70016 -0.45753 2.29447
11 H -3.89816 -0.21453 0.05447
12 H -4.15916 0.91947 -1.10953
13 H -5.46316 0.64647 0.10947
14 H -4.16716 3.21447 2.04447
15 H -5.54116 2.63747 1.09947
16 H -4.27816 3.37847 0.28347
17 H -1.92816 0.53547 1.00847
18 H -1.96716 1.83147 2.01047
19 H -1.76716 3.28247 0.09347
20 H -1.94616 1.85447 -1.08153
21 H -0.12116 0.92147 -0.22153
22 Li 1.18584 -1.57653 -0.69053
23 P -1.31716 -1.48553 -0.63253
24 O -0.37116 -2.46753 -1.12453
25 O -2.26516 -0.97653 -1.73353
26 O -0.29816 -0.51953 -0.32453
27 O -1.97716 -1.84853 0.58947
28 C 1.03484 0.03147 2.73247
29 O 2.27584 -0.48853 3.02947
30 C 2.95584 -0.97453 2.06447
31 O 2.52584 -1.31353 0.99347
32 O 4.28684 -1.01553 2.39547
33 C 5.26284 -1.37553 1.40447
34 H 0.35184 0.41447 3.61647
35 H 0.19484 -0.70453 2.14147
36 H 0.98784 0.73647 1.79847
37 H 6.22984 -1.49353 1.92347
38 H 5.44684 -0.51053 0.73047
39 H 4.94884 -2.46053 0.94647
40 C 2.02084 0.99147 -3.24253
41 O 2.67584 -0.09953 -3.79153
42 C 3.14284 -1.12953 -3.14453
43 O 2.76884 -1.32453 -1.96853
44 O 3.92884 -1.99053 -3.74853
45 C 4.42984 -3.11353 -3.20653
46 H 1.43784 1.30647 -3.97353
47 H 2.72484 1.76747 -3.01253
48 H 1.31584 0.95347 -2.25653
49 H 4.98684 -3.76853 -3.70953
50 H 3.64384 -3.67053 -2.73953
51 H 5.04784 -2.65853 -2.40353